Entry 1:
ORCA calculation (ωB97M-V/def2-TZVPD) on the molecule C6H9FO in a non-equilibrium geometry.

Geometry (Å):
1 C 2.30945 -0.27259 -0.31714
2 C 0.85776 0.08264 -0.12091
3 C 0.36495 1.25886 -0.49438
4 O -0.91299 1.67591 -0.39790
5 C -1.74622 0.84699 0.40935
6 C -1.53310 -0.61813 0.12944
7 F -1.97176 -0.94758 -1.19169
8 C -0.11090 -0.99574 0.36424
9 H 2.86560 0.60668 -0.61664
10 H 2.40671 -1.01411 -1.10384
11 H 2.72252 -0.69744 0.61556
12 H 0.92528 2.08020 -0.93064
13 H -1.52426 1.09114 1.49023
14 H -2.74950 1.14082 0.12651
15 H -2.11279 -1.13857 0.83829
16 H 0.07744 -1.21615 1.42098
17 H 0.13181 -1.88292 -0.22146

As for the gap between HOMO and LUMO: 9.337 eV. As for the charge: 0. The calculation puts the total energy at -409.0975 a.u. The spin multiplicity is 1. Its SMILES is CC1=COC[C@@H](F)C1.

Entry 2:
ORCA calculation (ωB97M-V/def2-TZVPD) on a structure of composition C6H9IN in a non-equilibrium geometry.

Geometry (Å):
1 C 0.02527 0.31351 0.08455
2 C 1.32354 0.31918 -0.04180
3 C -0.18440 0.07266 1.57757
4 C -1.70438 0.26315 -1.93885
5 C -2.19074 1.39411 -2.61810
6 C 2.07757 -1.36879 1.58227
7 N 1.36285 -0.07936 1.47208
8 I -1.77355 -1.67639 -2.62709
9 H -0.48344 0.74950 2.38611
10 H -0.63038 -0.91945 1.65643
11 H -2.96932 1.31089 -3.47073
12 H -1.42820 1.76698 -3.20520
13 H -2.26922 2.21206 -2.01344
14 H 3.07621 -0.99192 2.03650
15 H 1.74339 -2.05802 2.33541
16 H 2.21646 -1.85856 0.63669
17 H 1.80834 0.55047 2.14760

As for the gap between HOMO and LUMO (alpha / beta): 6.976 / 6.980 eV. As for the charge: +1. The calculation puts the total energy at -585.8261 a.u. The spin multiplicity is 1.

Entry 3:
ORCA calculation (ωB97M-V/def2-TZVPD) on a structure of composition C6H9IN2 in a non-equilibrium geometry.

Geometry (Å):
1 C -0.06081 -2.36732 0.82963
2 C -1.24350 -1.98963 0.24424
3 C 0.12768 -0.39119 0.16647
4 C 2.41023 1.18411 0.60010
5 C -2.05305 0.07604 -0.90587
6 C 1.08804 1.29714 -0.31699
7 N 0.80274 -1.30164 0.73971
8 N -1.14913 -0.65302 -0.07460
9 I 1.42058 1.17636 -2.42284
10 H 0.22875 -3.26857 1.35922
11 H -2.17490 -2.53806 -0.05652
12 H 2.53552 2.21138 0.96485
13 H 3.06469 0.81137 -0.20785
14 H 2.11922 0.39223 1.31706
15 H -1.66620 0.39441 -1.78465
16 H -2.98124 -0.54729 -1.21780
17 H -2.61345 0.93490 -0.31122
18 H 0.50912 2.21792 -0.03629

As for the gap between HOMO and LUMO (alpha / beta): 5.775 / 5.434 eV. As for the charge: 0. The calculation puts the total energy at -640.9687 a.u. The spin multiplicity is 3.

Entry 4:
ORCA calculation (ωB97M-V/def2-TZVPD) on the ion C6H9INO2 with charge +1 in a non-equilibrium geometry.

Geometry (Å):
1 N 0.43867 -1.98696 -0.68867
2 C 0.20847 -0.80822 0.21435
3 O 0.24768 -1.39631 1.39808
4 C -1.15791 -0.29264 -0.22845
5 C -1.27416 1.07452 0.36081
6 C -0.34418 2.13389 -0.12706
7 O -0.71864 3.25262 -0.20536
8 C 1.08943 1.65592 -0.27442
9 C 1.43633 0.41971 -0.03874
10 I 3.42849 -0.25963 0.01261
11 H 1.26124 -2.55288 -0.41135
12 H 0.69929 -1.33965 -1.51920
13 H -0.38971 -2.59327 -0.73449
14 H 0.03983 -0.88932 2.15338
15 H -1.91629 -0.93876 0.24876
16 H -1.41086 -0.26871 -1.23504
17 H -1.10518 1.01301 1.48056
18 H -2.29599 1.44833 0.23084
19 H 1.76349 2.32836 -0.63660

As for the gap between HOMO and LUMO: 9.639 eV. As for the charge: +1. The calculation puts the total energy at -736.6375 a.u. The spin multiplicity is 1. Its SMILES is [NH3+][C@]1(O)CCC(=O)C=C1I.

Entry 5:
ORCA calculation (ωB97M-V/def2-TZVPD) on a cluster of 2 separate species, C6H9ISi2 in total in a non-equilibrium geometry.

Geometry (Å):
1 C 0.52230 1.35627 -1.28377
2 C 0.62955 -0.01632 -1.39304
3 C 1.15085 1.95509 -0.22429
4 C 1.13609 -0.77813 -0.32425
5 C 1.57965 1.18364 0.83771
6 C 1.58577 -0.18948 0.82151
7 Si -3.26147 -1.64035 -0.36113
8 Si 2.03162 -1.02659 2.45955
9 I -2.43200 0.69121 0.15539
10 H -0.03872 1.99941 -2.00660
11 H 0.13455 -0.59950 -2.20422
12 H 1.13630 3.01629 -0.01079
13 H 1.13631 -1.83531 -0.32238
14 H 1.94453 1.64412 1.78956
15 H -2.22032 -1.66371 -1.35516
16 H -3.15091 -2.57116 0.87162
17 H -4.71974 -1.38693 -0.72078
18 H 2.83563 -0.13856 3.27104

As for the gap between HOMO and LUMO: 7.016 eV. As for the charge: 0. The calculation puts the total energy at -1110.5991 a.u. The spin multiplicity is 1.

Entry 6:
ORCA calculation (ωB97M-V/def2-TZVPD) on a structure of composition C6H9MgO5Sc in a non-equilibrium geometry.

Geometry (Å):
1 O 2.38052 1.34416 0.25809
2 C 2.62956 0.00231 0.24301
3 C 2.23875 -0.63711 -0.96532
4 O 1.19602 -0.04905 -1.67282
5 Sc 0.66076 1.59420 -0.58513
6 H 3.60544 -0.30821 0.64716
7 H 3.03953 -0.96606 -1.63991
8 O -1.19013 -1.63263 -0.76244
9 C -0.39529 -1.74813 0.33914
10 C -0.38815 -0.68738 1.36742
11 O -0.63676 0.62325 0.84932
12 C -1.99670 1.03303 0.60528
13 C -1.96862 1.91049 -0.59760
14 O -1.16719 1.50724 -1.59781
15 Mg -0.66885 -0.38085 -2.11870
16 H -0.45915 -2.73040 0.84332
17 H -1.07417 -0.85457 2.20384
18 H -2.40126 1.54825 1.48866
19 H -2.57810 0.10984 0.43049
20 H -2.78925 2.60233 -0.80924
21 H 0.99787 -0.62045 1.60087
22 H 0.96517 -1.66024 -0.12762

As for the gap between HOMO and LUMO (alpha / beta): 6.236 / 5.771 eV. As for the charge: +1. The calculation puts the total energy at -1570.7471 a.u. The spin multiplicity is 2.

Entry 7:
ORCA calculation (ωB97M-V/def2-TZVPD) on the ion C6H9N with charge -1 in a non-equilibrium geometry.

Geometry (Å):
1 C 1.93474 -0.51602 -1.73794
2 C 0.70393 -0.18294 -0.90745
3 C 0.59305 1.13227 -0.41271
4 N -0.18670 1.10583 0.73222
5 C -0.92560 -0.06763 0.69843
6 C -0.35199 -0.90556 -0.32224
7 C -1.86143 -0.53890 1.74951
8 H 2.72644 -1.10484 -1.25450
9 H 1.76937 -0.98011 -2.72581
10 H 2.39955 0.62366 -1.75611
11 H 1.18167 2.05890 -0.61597
12 H -0.40337 1.85599 1.32991
13 H -0.87663 -1.79624 -0.68320
14 H -1.83931 -1.61888 1.62883
15 H -1.40771 -0.33932 2.74510
16 H -2.79931 0.03271 1.80056

As for the gap between HOMO and LUMO (alpha / beta): 2.720 / 7.723 eV. As for the charge: -1. The calculation puts the total energy at -288.6754 a.u. The spin multiplicity is 2.

Entry 8:
ORCA calculation (ωB97M-V/def2-TZVPD) on the molecule C6H9N in a non-equilibrium geometry.

Geometry (Å):
1 C -2.53280 -0.38670 0.08938
2 C -1.12450 0.11710 0.03585
3 C -0.63643 1.37448 0.20513
4 C 0.79835 1.31613 0.08610
5 C 1.13480 0.01544 -0.08595
6 C 2.43622 -0.72018 -0.02188
7 N -0.04120 -0.76256 -0.15296
8 H -2.57016 -1.41400 0.46451
9 H -3.11698 0.23795 0.77160
10 H -3.03233 -0.36939 -0.88616
11 H -1.22994 2.26128 0.39363
12 H 1.48615 2.14605 0.16311
13 H 2.35459 -1.73181 -0.43476
14 H 3.25042 -0.20017 -0.52776
15 H 2.72928 -0.84018 1.02817
16 H 0.09452 -1.04343 -1.12800

As for the gap between HOMO and LUMO: 9.037 eV. As for the charge: 0. The calculation puts the total energy at -288.7523 a.u. The spin multiplicity is 1. Its SMILES is Cc1ccc(C)[nH]1.